Record 1
{"formula": "C54H55BBrF3N5O4PdSb", "method": "wB97M-V/def2-TZVPD", "symbols": ["Pd", "O", "C", "O", "C", "C", "N", "N", "C", "C", "O", "O", "H", "H", "H", "F", "C", "C", "C", "C", "C", "C", "Sb", "C", "C", "C", "C", "F", "C", "C", "C", "C", "C", "C", "F", "C", "C", "H", "H", "H", "H", "H", "H", "H", "H", "H", "H", "H", "H", "Br", "C", "C", "C", "C", "N", "C", "H", "H", "H", "H", "C", "C", "C", "C", "C", "C", "C", "C", "C", "C", "C", "C", "N", "B", "N", "C", "C", "C", "C", "C", "C", "C", "C", "C", "C", "C", "C", "C", "C", "H", "H", "H", "H", "H", "H", "H", "H", "H", "H", "H", "H", "H", "H", "H", "H", "H", "H", "H", "H", "H", "H", "H", "H", "H", "H", "H", "H", "H", "H", "H", "H", "H", "H", "H", "H"], "xyz": [[0.02624, -0.92553, 1.07235], [-1.77013, -4.30114, 6.06510], [-1.27478, -3.17430, 6.48272], [-1.20691, -2.84778, 7.66071], [-0.77813, -2.25569, 5.42483], [-0.24558, -1.00825, 5.64052], [0.07825, -0.51443, 4.43307], [-0.22446, -1.34980, 3.43882], [-0.73974, -2.42968, 4.02086], [-1.17939, -3.63196, 3.22216], [-1.64576, -4.60131, 3.91926], [-1.06331, -3.61464, 2.00248], [-1.68070, -4.40993, 4.94310], [-0.08310, -0.46725, 6.55697], [0.43093, 0.40447, 4.21349], [-5.87873, 5.83075, 0.82905], [-4.74109, 5.07614, 0.89200], [-4.46909, 4.36200, 2.04038], [-3.31650, 3.58893, 2.07440], [-2.39415, 3.54199, 1.02425], [-2.74393, 4.26502, -0.12046], [-3.90033, 5.03537, -0.19797], [-1.04198, 1.56211, 1.04607], [0.17782, 2.56996, -0.45372], [0.40279, 3.94247, -0.35563], [1.10366, 4.63575, -1.33428], [1.56899, 3.93332, -2.42695], [2.22647, 4.60748, -3.41088], [1.38870, 2.57414, -2.55424], [0.70804, 1.89776, -1.54836], [0.15240, 2.47866, 2.64948], [1.48168, 2.86115, 2.47746], [2.23542, 3.38112, 3.52167], [1.64026, 3.52818, 4.75847], [2.36679, 4.04577, 5.78305], [0.32844, 3.16995, 4.98175], [-0.40028, 2.64076, 3.91949], [-5.16226, 4.39441, 2.87313], [-3.12773, 2.99579, 2.96627], [-2.08419, 4.25250, -0.98263], [-4.15691, 5.58895, -1.09449], [-0.00389, 4.47951, 0.49345], [1.27470, 5.70280, -1.26370], [1.77174, 2.06605, -3.42981], [0.57374, 0.82439, -1.61476], [1.94717, 2.75555, 1.50716], [3.27281, 3.66318, 3.39125], [-0.10723, 3.28915, 5.96598], [-1.42769, 2.34314, 4.09516], [5.33180, -1.77754, 4.15935], [4.39677, -1.03117, 2.67004], [5.07024, -0.81480, 1.48729], [4.34181, -0.21763, 0.46236], [3.01709, 0.10934, 0.67576], [2.37550, -0.09983, 1.82954], [3.07164, -0.66022, 2.81857], [6.10919, -1.08559, 1.36622], [4.81927, -0.00911, -0.48519], [2.42275, 0.57575, -0.10103], [2.55858, -0.82256, 3.75910], [-2.29772, 1.11110, -4.95597], [-1.77977, 1.41002, -3.54307], [-1.54680, 2.92088, -3.40546], [-2.75928, 0.89175, -2.49990], [-3.95946, 1.58263, -2.37587], [-4.94579, 1.16383, -1.50962], [-4.73434, 0.02058, -0.76689], [-3.53759, -0.68822, -0.82291], [-3.47315, -1.95522, 0.00313], [-4.39581, -3.01976, -0.60288], [-3.86768, -1.69186, 1.46117], [-2.51555, -0.24412, -1.69616], [-1.28061, -0.94098, -1.86202], [-0.10986, -1.15946, -0.97527], [0.84262, -1.79885, -1.91058], [0.22956, -1.96801, -3.15726], [-1.00965, -1.46805, -3.12349], [2.20027, -2.21346, -1.81783], [3.12688, -1.57597, -2.66728], [4.45055, -1.99775, -2.69589], [4.88679, -3.03539, -1.89897], [3.98069, -3.66768, -1.07041], [2.64356, -3.28439, -1.00378], [1.76619, -4.09090, -0.07426], [1.68735, -5.55570, -0.51519], [2.30046, -3.99694, 1.36128], [2.74340, -0.40774, -3.56198], [3.58871, 0.82979, -3.23818], [2.91178, -0.76896, -5.04236], [-1.58128, 1.45350, -5.70741], [-3.24774, 1.62192, -5.12571], [-2.46271, 0.04280, -5.10098], [-0.82133, 0.90554, -3.41491], [-2.42201, 3.48582, -3.73314], [-0.69865, 3.23294, -4.01916], [-1.33939, 3.18594, -2.37037], [-4.13078, 2.46943, -2.97386], [-5.87422, 1.71605, -1.42549], [-5.53371, -0.34190, -0.13351], [-2.45745, -2.34041, 0.00601], [-5.44046, -2.69682, -0.56287], [-4.29444, -3.94751, -0.03679], [-4.13896, -3.22364, -1.64558], [-4.73560, -1.03586, 1.54974], [-3.02859, -1.22859, 1.97523], [-4.10552, -2.63236, 1.95795], [0.72126, -2.48421, -3.96737], [-1.75087, -1.48086, -3.90665], [5.15397, -1.50293, -3.35632], [5.92505, -3.34660, -1.92441], [4.32269, -4.49591, -0.46142], [0.75432, -3.69227, -0.07415], [2.65506, -6.05647, -0.41896], [1.35963, -5.63155, -1.55500], [0.96366, -6.07683, 0.11317], [3.38903, -4.09351, 1.40066], [1.86086, -4.78258, 1.97336], [2.00917, -3.03808, 1.78662], [1.69509, -0.16346, -3.38710], [4.65115, 0.62484, -3.38426], [3.43842, 1.14588, -2.20562], [3.31869, 1.65988, -3.89540], [3.96692, -0.90949, -5.28785], [2.52119, 0.02795, -5.67957], [2.38810, -1.69550, -5.28153]], "forces_ev_per_angstrom": [[-0.3, 0.1, -0.2], [0.2, 1.3, 3.6], [-0.6, -1.2, 0.2], [0.2, 0.4, 0.2], [0.1, 0.1, 0.0], [0.0, 0.0, 0.1], [-0.1, 0.1, 0.0], [0.0, -0.3, -0.6], [0.1, 0.2, 0.1], [0.2, 0.4, -0.9], [0.2, -0.8, -4.6], [0.0, -0.1, 0.3], [-0.2, -0.1, 1.1], [0.0, 0.0, 0.0], [0.0, 0.1, -0.1], [0.0, 0.0, 0.0], [0.1, -0.1, 0.0], [-0.2, 0.0, 0.1], [0.2, 0.1, 0.0], [-0.2, -0.4, -0.1], [0.2, 0.1, 0.2], [-0.1, 0.1, -0.1], [0.0, 0.1, 0.0], [0.0, -0.2, 0.1], [0.0, 0.0, -0.1], [0.0, 0.1, 0.0], [0.0, -0.1, 0.1], [0.0, 0.0, -0.1], [-0.2, 0.2, 0.0], [0.1, 0.2, 0.0], [0.0, -0.2, -0.1], [0.0, 0.0, 0.1], [0.1, 0.0, 0.1], [-0.1, 0.0, -0.1], [0.0, 0.0, 0.0], [0.0, 0.0, 0.1], [0.0, 0.0, -0.1], [0.0, 0.0, 0.0], [-0.1, 0.0, 0.0], [-0.1, 0.1, 0.1], [0.0, 0.0, 0.0], [0.0, 0.0, 0.0], [0.0, 0.0, 0.0], [-0.6, 0.3, 0.2], [0.0, 0.1, 0.0], [0.0, 0.0, 0.0], [0.0, 0.0, 0.0], [0.0, 0.0, 0.0], [0.0, 0.0, 0.1], [-0.1, 0.0, -0.1], [0.4, -0.1, 0.3], [-0.4, 0.1, -0.2], [0.4, -0.1, 0.1], [-0.2, 0.2, 0.0], [0.7, 0.0, 0.3], [-0.2, 0.1, -0.2], [0.0, 0.0, 0.0], [-0.1, 0.0, -0.1], [0.0, -0.1, 0.0], [0.0, 0.0, 0.0], [0.1, -0.1, 0.1], [0.0, 0.2, 0.0], [-0.1, -0.1, -0.1], [0.1, 0.0, 0.0], [0.0, 0.1, 0.0], [-0.1, 0.0, 0.0], [0.0, 0.1, -0.1], [0.2, 0.0, -0.2], [-0.1, -0.1, 0.1], [0.1, 0.0, 0.0], [0.2, -0.1, -0.1], [-0.3, 0.1, 0.1], [0.0, -0.3, -0.2], [-0.2, 0.1, 0.9], [-0.2, -0.4, 0.0], [0.0, -0.3, -0.2], [-0.2, -0.1, -0.1], [0.2, -0.1, 0.1], [0.0, 0.1, 0.0], [0.0, 0.1, -0.1], [0.1, -0.1, 0.0], [0.1, 0.1, -0.1], [-0.2, 0.3, -0.2], [0.0, 0.0, 0.2], [-0.1, 0.1, -0.1], [-0.2, 0.0, -0.1], [0.2, 0.1, 0.0], [0.4, -0.3, -0.1], [-0.1, 0.0, 0.1], [0.0, 0.0, 0.0], [0.0, 0.0, 0.0], [0.0, 0.0, -0.1], [-0.1, 0.0, 0.0], [0.0, 0.0, 0.0], [-0.1, 0.0, 0.0], [0.0, 0.0, -0.2], [0.1, 0.0, 0.0], [0.0, 0.0, 0.0], [0.1, 0.0, 0.1], [0.2, 0.0, 0.0], [0.0, 0.0, 0.0], [0.0, 0.0, 0.0], [0.0, 0.0, 0.0], [0.0, -0.1, 0.0], [0.1, 0.1, 0.1], [0.1, -0.1, 0.1], [0.0, 0.0, 0.0], [0.0, 0.0, 0.0], [0.0, 0.0, 0.0], [0.0, 0.0, 0.0], [0.0, 0.0, 0.0], [-0.1, 0.2, 0.0], [0.0, 0.0, 0.0], [0.0, 0.0, 0.0], [0.0, 0.0, 0.0], [-0.1, 0.0, 0.0], [-0.1, 0.0, 0.1], [0.1, 0.1, 0.1], [0.1, 0.0, 0.0], [0.0, -0.1, 0.0], [0.1, 0.0, -0.1], [0.4, -0.2, 0.0], [0.0, 0.0, 0.0], [0.0, 0.0, 0.0], [0.0, 0.0, 0.0]], "total_charge": -2}



Record 2
{"formula": "C6H12N3", "method": "wB97M-V/def2-TZVPD", "symbols": ["C", "C", "C", "C", "N", "C", "C", "N", "N", "H", "H", "H", "H", "H", "H", "H", "H", "H", "H", "H", "H"], "xyz": [[-0.78938, 0.54779, 1.69296], [-1.75696, -0.08512, 1.04669], [-1.99423, 0.09228, -0.32037], [-1.20669, 0.43882, -1.30727], [0.16375, 0.66769, -1.14170], [1.05603, 0.15004, -0.34372], [2.39859, 0.80093, -0.21799], [0.87807, -1.01986, 0.22531], [-0.10536, -1.86099, -0.17033], [-0.20039, 1.25044, 1.07120], [-0.66703, 0.58434, 2.74297], [-2.44409, -0.77625, 1.55047], [-3.08277, -0.11139, -0.59272], [-1.45203, 0.87417, -2.28074], [0.51887, 1.34019, -1.87423], [2.51170, 1.70948, -0.94560], [2.99157, 0.00467, -0.67102], [2.87389, 0.91403, 0.81725], [1.37471, -1.20682, 1.08681], [-0.93255, -1.60177, -0.74604], [-0.13570, -2.71267, 0.37808]], "forces_ev_per_angstrom": [[0.2, 1.4, -1.1], [0.0, -0.9, 2.3], [-4.1, -0.7, -1.6], [1.1, 1.6, -1.3], [0.4, 1.7, -2.8], [1.4, -0.3, 1.0], [1.2, 0.4, -0.8], [-0.5, 1.1, -0.6], [-0.5, -2.3, -0.2], [-0.4, -0.2, 1.1], [0.1, -0.2, 0.9], [0.3, 0.5, 0.0], [1.5, 0.5, 0.1], [-0.8, -0.8, 0.4], [-0.2, -1.0, 1.5], [-0.3, -1.5, 1.9], [0.7, 0.3, -0.1], [-1.2, 0.3, -1.4], [0.0, -0.3, -0.1], [1.3, 0.1, 1.0], [-0.1, 0.3, -0.3]], "smiles": "C=C/C=C\\N/C(C)=[NH+]\\N", "total_charge": 1}



| no. | E_HOMO (eV) | energy (a.u.) |
| --- | --- | --- |
| 1 | -0.63 | -5932.20885 |
| 2 | -12.79 | -399.73237 |